# C29H57FN3O16

A cluster of 6 separate species, C29H57FN3O16 in total in a non-equilibrium geometry (the ωB97M-V functional and the def2-TZVPD basis, OMol25).

XYZ file:
```
106
Properties=species:S:1:pos:R:3:forces:R:3:mulliken_charge:R:1
C -1.1054 -0.5405 6.5298 -0.17 -0.35 0.88 -0.2926
H 5.2813 4.7149 -6.2624 0.08 0.02 0.10 -0.1428
H -0.2866 -4.2992 4.2547 0.00 -0.12 -0.20 -0.0840
H -2.0104 -2.9023 3.2148 -0.05 0.13 0.14 0.2520
C -0.7611 -3.4485 1.5890 -0.39 0.09 -0.11 -0.9175
O -1.5030 -7.1961 4.3814 0.38 -0.26 0.22 -0.4091
H -0.1725 -5.2433 0.6610 0.26 0.03 -0.04 0.5223
C 1.1743 1.1317 -1.2583 -0.02 -0.02 -0.14 0.6845
O 7.7897 1.8116 -6.3997 0.00 -0.05 -0.02 -0.3366
C -6.1658 -4.7805 5.7605 -0.13 0.03 -0.02 0.7984
C -0.5211 -0.5049 4.0666 -0.53 1.20 0.41 1.0726
N -0.3467 -2.5325 5.3684 -0.10 -0.62 -0.62 -0.3845
H -8.6781 -3.4770 7.2724 0.00 -0.01 -0.14 0.2244
O 7.4519 3.6716 -5.1638 -0.01 0.02 0.08 -0.5482
C 8.5959 1.2950 -5.3398 0.13 -0.16 0.07 -0.6334
H -1.7408 -3.4853 1.1054 0.00 0.12 -0.13 0.3899
H 1.4596 2.9467 5.3795 0.01 0.08 -0.07 0.5211
O -5.3982 -5.0952 6.6326 0.11 0.04 0.03 -0.5632
H 0.3229 -6.4294 3.7025 -0.07 0.16 0.27 0.4394
H 0.8172 1.9974 1.2012 0.04 0.04 -0.05 0.4150
H 1.7932 5.6442 -9.2048 0.09 0.05 0.07 0.3223
H -1.7336 -0.9171 2.4049 0.04 0.25 0.04 0.5306
H 1.0198 1.3248 5.8927 0.05 -0.04 -0.01 0.3507
H 8.9382 0.3160 -5.6620 -0.06 0.02 -0.11 0.2211
H 2.4430 3.9678 -3.7380 -0.04 -0.09 -0.09 0.0338
O 0.8990 0.4180 -0.1543 -0.12 -0.27 0.23 -0.2666
C 0.9697 1.1079 -3.5615 0.01 0.07 -0.37 -0.5346
H -3.9597 6.8015 -7.0539 0.10 0.01 0.03 0.2912
C -7.7015 -3.9501 7.2900 -0.16 0.06 0.17 -0.6157
O 2.1071 4.0452 -7.9102 0.13 0.02 -0.04 -0.3517
H 3.8007 4.7855 -4.5272 0.00 0.07 -0.07 0.2118
O -3.2462 5.1992 -8.1724 -0.03 -0.01 -0.02 -0.3402
C 7.2847 3.0225 -6.1629 -0.01 -0.04 -0.08 0.8052
H 8.0114 1.1911 -4.4274 0.02 0.10 0.02 0.2881
C -1.0673 0.9341 3.9508 -0.26 -0.20 -0.25 -1.2196
C -4.7274 -5.5897 4.1397 0.12 -0.12 -0.22 -0.2694
O 0.7373 0.4507 -2.3084 -0.03 -0.04 0.04 -0.3426
C -0.1123 2.0889 4.2073 0.29 0.40 -0.07 0.9199
O 3.1173 5.7973 -6.8995 -0.05 0.07 -0.02 -0.5135
C -2.2146 4.8694 -7.3993 -0.03 -0.03 -0.08 0.7961
H -2.8351 7.2287 -8.3723 0.04 -0.01 0.09 0.2989
C 5.9619 4.6799 -7.1055 0.05 0.10 -0.10 0.0285
O -1.6237 5.6085 -6.6556 0.03 0.04 0.05 -0.5474
H -1.9492 1.0356 4.5853 -0.01 -0.04 0.14 0.6578
H -0.9379 -1.0057 8.6098 -0.78 1.03 0.30 0.2748
H -7.7625 -4.8834 7.8454 0.10 0.00 0.00 0.2978
C -1.3052 -6.5211 5.6010 -0.22 0.60 0.03 -0.5850
H -2.1756 -1.5073 4.9976 0.04 0.10 -0.41 0.1592
H -4.6837 -6.5895 4.5665 0.09 0.05 0.11 0.3483
C 2.3129 4.6888 -9.1729 -0.08 0.00 -0.24 -0.6947
H -0.1395 -1.0453 2.0644 0.09 0.20 0.13 0.2069
C -0.6335 -6.8144 3.3380 -0.35 -0.56 -0.67 -0.8776
H -0.1385 -2.8615 0.9083 0.31 -0.02 0.16 0.3796
H -1.4181 1.0953 2.9302 0.00 0.12 -0.03 0.3257
N -0.8438 -1.2408 2.7842 0.10 -0.77 -0.14 0.1403
C 2.7219 4.6443 -4.5421 -0.02 0.02 0.31 -0.4674
H 6.7244 5.4498 -7.0042 0.01 -0.02 0.11 0.3478
H 0.4504 2.0637 -3.5937 0.08 0.04 0.07 0.2355
C -1.1111 -1.3059 5.2258 -0.96 0.24 0.25 0.1640
H 1.8960 4.0270 -9.9261 -0.03 -0.09 0.10 0.2502
H -0.7254 2.0442 -7.0539 -0.14 0.02 -0.14 0.2723
H -0.8691 0.5137 6.5645 1.37 -0.27 0.00 0.2258
H 0.9401 -3.0968 3.8253 0.06 -0.23 -0.06 0.2870
O 2.3007 4.0252 -5.7627 0.01 -0.10 0.07 -0.1907
C -0.1114 -3.2445 4.0912 0.77 1.12 0.16 -0.8425
H 2.3990 1.1771 1.0771 -0.01 0.05 -0.03 0.3779
H -0.3889 -7.7264 2.7906 0.03 -0.05 0.00 0.3673
C -0.2796 -4.8958 1.6883 -0.34 -0.20 -0.64 -1.1379
H -4.6764 -5.6672 3.0568 -0.15 0.06 -0.01 0.2916
O -7.3462 -4.1978 5.9249 -0.01 0.02 -0.02 -0.3420
H -1.9090 -5.1786 3.0355 -0.41 -0.16 -0.11 -0.6170
H -0.2705 -6.1952 5.7465 0.12 -0.17 -0.09 0.3440
C -0.8476 3.0970 -6.8130 0.14 -0.19 0.13 -0.1983
H 1.0428 0.3841 1.8743 0.07 -0.07 -0.01 -0.0981
C -1.3061 -5.8177 2.3848 0.90 0.77 0.87 0.5631
H 0.7109 -4.9520 2.1372 0.01 -0.03 0.13 0.3883
O -5.9638 -4.9535 4.4513 0.03 0.03 -0.05 -0.3814
H 9.4563 1.9372 -5.1628 -0.06 0.06 0.06 0.2954
H 0.5796 3.6976 3.5428 0.01 0.13 -0.13 0.2696
O 6.5631 3.3850 -7.2194 -0.02 0.01 -0.07 -0.3168
O -1.9456 3.5791 -7.5909 -0.03 -0.09 0.01 -0.3439
H -1.0596 3.1944 -5.7484 0.01 0.12 -0.01 0.2720
H -2.3283 -1.8182 7.6859 0.86 -1.11 -0.15 0.3290
H 0.5733 0.4609 -4.3377 -0.05 -0.12 0.13 0.2722
C 0.6256 2.2631 5.5098 -0.04 -0.34 0.12 -1.5389
H 2.2160 5.5965 -4.3961 0.05 0.05 -0.11 0.3222
H -1.9440 -6.3192 1.6652 -0.16 0.01 0.02 0.5949
C -3.6452 6.5685 -8.0692 -0.13 0.17 -0.06 -0.6292
H 2.0355 1.2509 -3.7265 0.00 0.08 0.06 0.3208
H 5.4045 4.8502 -8.0199 0.03 -0.14 -0.05 0.0255
C 2.5658 4.7317 -6.8622 -0.12 0.00 0.01 0.7764
N -0.0382 2.9362 3.2656 -0.08 -0.24 0.15 -0.6793
O 1.7215 2.1987 -1.2709 0.03 0.04 0.06 -0.5662
C -1.4633 -1.1560 7.6759 -0.23 0.26 -0.71 -1.0290
H -1.5763 -7.1560 6.4391 -0.10 -0.19 -0.10 0.3242
C 1.3183 1.0447 1.0595 0.17 0.27 -0.14 -0.5438
H -0.8170 -3.1836 5.9823 -0.07 0.33 0.35 0.5002
H 3.3742 4.8279 -9.3661 0.00 0.08 0.06 0.2360
H -1.9446 -5.6270 5.6466 -0.01 0.03 0.10 0.0719
H -4.4856 6.6961 -8.7449 0.01 -0.13 -0.03 0.2176
H 0.0653 3.6248 -7.0658 -0.08 0.03 0.08 -0.0511
C -0.9677 -2.7410 2.9411 -0.55 -1.00 0.08 0.2732
H -3.8879 -4.9911 4.4963 -0.01 -0.07 0.12 -0.1178
H -6.9834 -3.2796 7.7580 0.07 -0.08 0.01 0.2871
H -0.0253 2.6776 6.2816 -0.12 0.01 -0.02 0.3214
F 0.8414 -0.4538 4.1288 0.05 -0.46 -0.08 -0.4707
```
Positions in Å, forces in eV/Å.

net charge: +1
E_HOMO: -11.979 eV
orbital gap: 0.336 Ha
E_tot: -2606.8625 a.u.
relative energy (zero: lowest compared OMol25 entry of this formula, charge and spin): 0.000 eV